[1]
This record from OMol25 describes a 9-piece molecular cluster, C22H40Cl16FN2 overall at a distorted geometry. The level of theory is ωB97M-V/def2-TZVPD.

Cartesian coordinates (Å):
C: 2.43 -1.95 1.19
C: 1.40 -0.72 1.00
C: -0.13 -1.18 1.06
C: -0.61 -2.61 0.60
C: -2.12 -2.80 0.79
C: -3.02 -1.69 1.38
F: -4.42 -1.84 1.58
N: -2.46 -0.46 1.73
N: -1.16 -0.32 1.56
H: 1.93 -2.78 1.81
H: 2.78 -2.36 0.17
H: 3.33 -1.61 1.81
H: 1.59 -0.18 0.02
H: 1.59 0.04 1.84
H: 0.11 -3.39 0.19
H: -2.61 -3.80 0.49
H: -0.80 0.63 1.87
Cl: 0.52 2.26 1.62
C: 0.42 3.94 1.03
C: -0.01 4.01 -0.42
Cl: 1.24 3.37 -1.52
H: 1.40 4.41 1.18
H: -0.30 4.45 1.66
H: -0.18 5.05 -0.70
H: -0.93 3.45 -0.59
Cl: 4.94 7.76 -2.93
C: 5.41 6.44 -1.82
C: 4.20 5.67 -1.31
Cl: 3.20 6.65 -0.20
H: 5.99 6.87 -1.00
H: 6.06 5.77 -2.39
H: 4.53 4.80 -0.75
H: 3.57 5.33 -2.13
Cl: -3.61 -5.59 6.45
C: -3.70 -3.91 5.86
C: -4.14 -3.84 4.41
Cl: -2.90 -4.49 3.30
H: -2.72 -3.45 6.01
H: -4.42 -3.39 6.49
H: -4.30 -2.80 4.13
H: -5.06 -4.39 4.25
Cl: -3.18 -6.67 0.49
C: -4.79 -6.73 -0.28
C: -5.85 -6.02 0.56
Cl: -6.20 -6.90 2.06
H: -5.05 -7.77 -0.45
H: -4.70 -6.23 -1.25
H: -6.78 -5.96 0.00
H: -5.54 -5.01 0.82
Cl: -1.76 6.36 2.32
C: -1.86 8.04 1.73
C: -2.29 8.11 0.28
Cl: -1.05 7.48 -0.83
H: -0.89 8.51 1.88
H: -2.59 8.56 2.36
H: -2.47 9.15 -0.01
H: -3.21 7.55 0.11
Cl: 2.88 -4.11 3.62
C: 4.50 -4.86 3.67
C: 5.28 -4.63 2.40
Cl: 4.59 -5.51 1.01
H: 4.37 -5.93 3.87
H: 5.02 -4.42 4.52
H: 6.30 -4.99 2.52
H: 5.32 -3.57 2.14
Cl: -4.02 -5.62 -4.11
C: -5.63 -5.67 -4.88
C: -6.68 -4.97 -4.04
Cl: -7.04 -5.84 -2.53
H: -5.89 -6.72 -5.05
H: -5.53 -5.18 -5.84
H: -7.62 -4.90 -4.60
H: -6.37 -3.95 -3.78
Cl: 9.48 4.80 -5.68
C: 8.26 5.74 -6.57
C: 7.14 6.22 -5.67
Cl: 6.12 4.87 -5.10
H: 7.89 5.13 -7.39
H: 8.78 6.60 -7.00
H: 6.49 6.90 -6.22
H: 7.52 6.75 -4.79

## Properties
- E_tot: -229511.5793 eV
- Kohn-Sham gap: 7.67 eV
- Total charge: +1
- E_LUMO: -0.16007 hartree

=====

[2]
This record from OMol25 describes an isolated ion of composition C22H40N and charge +1. The level of theory is ωB97M-V/def2-TZVPD.

Cartesian coordinates (Å):
C: -6.84 -3.00 -1.45
C: -7.21 -1.55 -1.20
C: -6.07 -0.76 -0.56
C: -6.45 0.70 -0.31
C: -5.37 1.49 0.42
C: -4.12 1.73 -0.41
C: -3.09 2.60 0.31
C: -2.35 1.88 1.44
C: -0.90 1.53 1.11
C: -0.78 0.48 0.01
C: 0.66 0.23 -0.45
C: 1.53 -0.38 0.65
C: 2.90 -0.72 0.07
N: 3.92 -1.24 1.03
C: 4.25 -0.22 2.04
C: 3.43 -2.45 1.71
C: 5.16 -1.61 0.27
C: 5.79 -0.48 -0.50
C: 5.45 -0.25 -1.83
C: 6.04 0.78 -2.54
C: 6.99 1.59 -1.93
C: 7.36 1.35 -0.61
C: 6.76 0.32 0.10
H: -5.98 -3.06 -2.13
H: -6.57 -3.50 -0.52
H: -7.67 -3.54 -1.90
H: -7.49 -1.07 -2.14
H: -8.08 -1.51 -0.54
H: -5.80 -1.23 0.39
H: -5.20 -0.81 -1.22
H: -7.37 0.72 0.28
H: -6.67 1.18 -1.27
H: -5.11 0.97 1.35
H: -5.79 2.46 0.70
H: -4.41 2.22 -1.34
H: -3.67 0.77 -0.68
H: -3.61 3.48 0.71
H: -2.36 2.97 -0.42
H: -2.88 0.96 1.70
H: -2.34 2.52 2.33
H: -0.37 2.44 0.80
H: -0.42 1.17 2.02
H: -1.35 0.82 -0.86
H: -1.23 -0.45 0.35
H: 1.10 1.17 -0.78
H: 0.64 -0.45 -1.31
H: 1.03 -1.28 1.03
H: 1.62 0.34 1.46
H: 3.32 0.17 -0.40
H: 2.77 -1.48 -0.71
H: 3.38 0.02 2.64
H: 4.60 0.69 1.54
H: 5.04 -0.58 2.70
H: 2.58 -2.20 2.35
H: 4.21 -2.88 2.33
H: 3.11 -3.19 0.98
H: 4.89 -2.42 -0.42
H: 5.88 -2.01 0.99
H: 4.73 -0.88 -2.32
H: 5.77 0.95 -3.57
H: 7.46 2.39 -2.48
H: 8.11 1.96 -0.14
H: 7.08 0.13 1.11

## Properties
- E_tot: -24947.6878 eV
- SMILES: CCCCCCCCCCCCC[N+](C)(C)Cc1ccccc1
- Kohn-Sham gap: 9.95 eV
- Total charge: +1
- E_LUMO: -0.08705 hartree
- Relative energy (zero: lowest compared OMol25 entry of this formula, charge and spin): 21.9 kJ/mol

=====

[3]
This record from OMol25 describes C22H40N4OPTi as an isolated structure. The level of theory is ωB97M-V/def2-TZVPD.

Cartesian coordinates (Å):
Ti: 0.31 0.28 0.76
C: -1.71 3.06 0.29
C: -1.04 2.17 1.30
C: 0.30 2.46 1.71
C: 1.01 3.66 1.14
C: 0.94 1.66 2.70
C: 2.26 2.07 3.30
C: 0.31 0.47 3.14
C: 1.02 -0.45 4.09
C: -1.05 0.21 2.78
C: -1.76 -0.96 3.41
C: -1.75 1.11 1.94
C: -3.24 0.97 1.81
H: -1.99 4.01 0.77
H: -2.61 2.63 -0.12
H: -1.05 3.31 -0.54
H: 0.75 4.54 1.74
H: 0.71 3.88 0.12
H: 2.09 3.55 1.17
H: 3.09 1.46 2.93
H: 2.22 1.93 4.38
H: 2.49 3.11 3.11
H: 0.66 -0.27 5.10
H: 2.10 -0.30 4.09
H: 0.83 -1.50 3.88
H: -2.02 -0.70 4.44
H: -1.13 -1.85 3.47
H: -2.68 -1.22 2.90
H: -3.55 -0.01 1.43
H: -3.69 1.74 1.20
H: -3.67 1.06 2.81
C: 3.37 1.73 -1.88
N: 3.92 0.60 -1.12
C: 5.35 0.30 -1.37
C: 3.23 -0.13 -0.31
C: 3.84 -1.27 0.43
O: 1.94 0.14 -0.11
H: 4.02 2.59 -1.74
H: 2.37 1.97 -1.55
H: 3.37 1.48 -2.94
H: 5.77 1.09 -1.98
H: 5.45 -0.64 -1.91
H: 5.90 0.25 -0.43
H: 4.63 -0.91 1.10
H: 4.31 -1.97 -0.26
H: 3.09 -1.79 1.02
C: -2.99 -3.37 -2.35
N: -3.51 -1.91 -2.37
C: -3.05 -1.25 -3.68
N: -1.63 -1.34 -3.80
C: -1.19 -2.74 -3.77
N: -1.58 -3.37 -2.51
C: -0.84 -2.89 -1.36
P: -1.17 -1.06 -1.12
C: -3.04 -1.14 -1.17
C: -0.90 -0.49 -2.88
H: -3.48 -3.88 -3.18
H: -3.30 -3.82 -1.41
H: -4.53 -1.93 -2.35
H: -3.39 -0.22 -3.68
H: -3.54 -1.80 -4.49
H: -0.11 -2.79 -3.90
H: -1.65 -3.27 -4.60
H: 0.23 -3.04 -1.52
H: -1.12 -3.44 -0.47
H: -3.46 -0.14 -1.21
H: -3.41 -1.65 -0.27
H: 0.16 -0.53 -3.11
H: -1.23 0.55 -2.99

## Properties
- <S²>: 0.7561
- E_tot: -63836.6988 eV
- Kohn-Sham gap (spin up / spin down): 6.74 / 6.99 eV
- Total charge: +4
- 2S+1: 2
- E_LUMO (spin up / spin down): -0.50143 / -0.49307 hartree

=====

Q: The lowest E_tot belongs to which entry?
A: C22H40Cl16FN2

=====

Q: Number 2 is which compound?
A: C22H40N

=====

Q: Among the records above, which one has the lowest E_tot?
A: C22H40Cl16FN2

=====

Q: The highest E_tot belongs to which entry?
A: C22H40N